# C21H51GaI2N5O3

A molecular structure, C21H51GaI2N5O3 (ωB97M-V/def2-TZVPD, the OMol25 dataset).

net charge: -1
HOMO-LUMO gap: 6.520 eV
lowest unoccupied orbital energy: 2.08 eV

Each line ends with the Löwdin charge.
Positions of all 83 atoms, in Å:
C 7.8922 4.8233 0.5019  -0.1260
O 7.3434 3.5844 0.0959  -0.1909
C 5.9994 3.7398 -0.3637  -0.2545
C 5.1401 2.5456 -0.0099  -0.1837
C 3.6684 2.9948 -0.0589  -0.2108
C 2.6850 1.8560 -0.3397  -0.2132
C 1.3374 2.1697 0.3208  -0.2518
C 0.1935 1.4020 -0.3467  -0.3105
C -0.5042 2.2108 -1.4423  -0.3141
Ga -1.3361 3.9582 -0.7471  0.2978
C -3.3817 3.8297 -0.3704  -0.2001
C -3.7651 3.8340 1.1171  -0.7662
N -3.5612 2.4823 1.6543  0.0684
N -2.9726 4.7688 1.8974  0.0439
N -5.1939 4.1983 1.3364  0.0314
C -0.9102 5.6178 -1.9015  -0.7783
I -0.5181 7.4183 -0.7724  0.6989
C -0.8590 5.7363 -3.1919  -0.9409
C -0.5068 6.9667 -3.9642  -0.2583
I -1.3351 4.0495 -4.3837  0.8480
H 8.9755 4.7757 0.4761  0.0775
H 7.5915 5.6328 -0.1534  0.0801
H 7.5702 5.0208 1.5216  0.0848
H 5.5648 4.5830 0.1670  0.1118
H 5.9520 3.9222 -1.4365  0.1269
H 5.3263 1.7360 -0.7037  0.1093
H 5.3780 2.2541 1.0027  0.1125
H 3.4303 3.4478 0.8952  0.1123
H 3.5941 3.7462 -0.8385  0.1127
H 2.5233 1.8291 -1.4120  0.1075
H 3.0544 0.9009 0.0205  0.1059
H 1.1979 3.2345 0.2322  0.0457
H 1.3610 1.8857 1.3666  0.1069
H -0.4970 0.9797 0.3733  0.0762
H 0.6700 0.5451 -0.8365  0.0861
H -1.2229 1.6190 -1.9992  0.0209
H 0.2646 2.4919 -2.1664  0.0053
H -0.6487 4.2319 0.6765  -0.0140
H -3.9243 4.6518 -0.8411  0.0366
H -3.7345 2.8782 -0.7460  0.0339
H -3.0455 2.5329 2.5244  0.0624
H -4.4714 2.0808 1.8395  0.0500
H -3.4952 4.9723 2.7470  0.0646
H -2.9119 5.6470 1.3878  0.0538
H -5.8093 3.6533 0.7426  0.0557
H -5.3087 5.1884 1.1642  0.0537
H 0.4050 7.3682 -3.5495  0.0296
H -1.2940 7.7038 -3.9065  0.0625
H -0.2849 6.7356 -4.9967  0.0320
C -1.1019 -2.8347 0.3403  -0.0616
C -2.1944 -2.2647 1.2385  -0.4281
C -3.3682 -3.2332 1.4577  -0.2073
O -4.2689 -3.3357 0.3692  -0.1867
C -3.8726 -4.2225 -0.6573  -0.1070
N -2.6242 -0.9751 0.6978  0.0616
H -1.3892 -2.8322 -0.7113  0.0665
H -0.1961 -2.2342 0.4231  0.0748
H -0.8503 -3.8608 0.6248  0.0638
H -1.7470 -2.0822 2.2210  0.1353
H -3.9667 -2.8552 2.2915  0.1190
H -3.0098 -4.2310 1.7502  0.1090
H -3.3370 -5.0897 -0.2579  0.0740
H -3.2513 -3.7164 -1.3998  0.0780
H -4.7757 -4.5718 -1.1594  0.0848
H -3.2831 -0.5417 1.3393  0.0650
H -3.1800 -1.1585 -0.1343  0.0753
C 1.0802 -9.4228 0.0694  -0.0743
C 1.7426 -8.0729 0.3255  -0.4351
C 1.0560 -7.2479 1.4250  -0.2086
O -0.1450 -6.6173 1.0261  -0.1971
C -1.3006 -7.4318 1.0769  -0.1031
N 1.8313 -7.3404 -0.9405  0.0391
H 0.1498 -9.3243 -0.4893  0.0633
H 1.7412 -10.0596 -0.5187  0.0737
H 0.8642 -9.9403 1.0068  0.0763
H 2.7623 -8.2713 0.6695  0.1333
H 1.7301 -6.4336 1.7042  0.1232
H 0.8919 -7.8476 2.3305  0.1187
H -1.2621 -8.1374 1.9120  0.0907
H -1.4443 -7.9745 0.1392  0.0775
H -2.1603 -6.7755 1.2154  0.0703
H 2.3574 -6.4830 -0.7942  0.0738
H 0.8960 -7.0155 -1.1740  0.0697

---

# C21H51INNbO7PS3

A molecular structure, C21H51INNbO7PS3 (ωB97M-V/def2-TZVPD, the OMol25 dataset).

net charge: -1
HOMO-LUMO gap: 6.029 eV
lowest unoccupied orbital energy: 1.85 eV
ΔE to the lowest compared entry with this formula, charge and spin: 18.3 kcal per mole

Each line ends with the Löwdin charge.
Positions of all 86 atoms, in Å:
C 2.2409 1.2457 2.9976  -0.0737
C 2.4417 1.7870 1.5826  -0.2909
N 2.6134 0.6500 0.6551  -0.1826
C 3.9735 0.0638 0.8629  -0.2244
C 4.9016 0.0335 -0.3326  -0.1051
C 2.3219 0.9197 -0.6826  -1.1267
S 1.9220 -0.2270 -1.7377  0.7116
S 2.4529 2.6148 -1.2387  0.8735
C 0.8945 3.0580 -2.0446  -0.5047
C -0.2006 3.4789 -1.0846  -0.3633
C -0.9091 2.3780 -0.2867  -0.3650
Nb -2.1676 0.9044 -1.4684  1.1914
I -4.4025 1.6280 0.1090  0.1259
C -1.5226 -0.8645 -0.1836  -0.3828
C -2.3465 -1.1203 1.0809  -0.3581
C -1.7149 -2.2301 1.9184  -0.2008
C -2.6024 -2.6662 3.0600  -0.2650
O -3.9576 -2.8150 2.6444  -0.0884
C -2.7993 2.3180 -3.1547  -0.3823
O -3.9026 3.1375 -2.7446  -0.3453
O -3.4943 4.4973 -2.9035  -0.0770
P -3.7685 -0.8125 -2.6321  -0.0115
S -2.7856 -1.7121 -4.1001  -0.1268
H 3.1679 0.9092 3.4393  0.0595
H 1.7630 2.0068 3.5980  0.0701
H 1.5864 0.3906 2.9094  0.0719
H 3.2912 2.4623 1.5409  0.1019
H 1.5667 2.3698 1.3501  0.0752
H 3.8388 -0.9543 1.2057  0.1139
H 4.4877 0.5808 1.6584  0.1002
H 4.6377 -0.7429 -1.0278  0.0483
H 5.8810 -0.2358 0.0482  0.0754
H 5.0202 0.9909 -0.8206  0.0592
H 1.1476 3.9238 -2.6430  0.0658
H 0.5921 2.2870 -2.7424  0.0336
H 0.2848 4.1416 -0.3682  0.0858
H -0.9300 4.0960 -1.5908  0.0804
H -0.1951 1.8288 0.3192  0.0120
H -1.5776 2.8606 0.4156  -0.0095
H -0.8422 0.4205 -2.5746  -0.0737
H -1.3940 -1.7764 -0.7562  0.0320
H -0.5160 -0.5953 0.1366  0.0129
H -3.3537 -1.3752 0.7993  0.0514
H -2.3445 -0.2356 1.7010  0.0659
H -0.8325 -1.7922 2.3749  0.1061
H -1.3748 -3.0558 1.3057  0.1110
H -2.2341 -3.6080 3.4728  0.1072
H -2.5621 -1.9451 3.8706  0.1104
H -4.5290 -2.6073 3.3969  0.0888
H -1.9959 2.9529 -3.5091  0.0438
H -3.1470 1.7871 -4.0393  0.0270
H -3.8333 4.8977 -2.0904  0.0878
H -4.9697 -0.2043 -3.0717  -0.1078
H -4.2454 -1.7746 -1.7071  -0.1140
C -6.8178 -7.1902 0.8647  -0.1210
O -6.4141 -6.3503 1.9278  -0.1924
C -6.3635 -4.9713 1.5640  -0.1902
C -7.5699 -4.2230 2.0784  -0.1997
O -8.7724 -4.6482 1.4457  -0.1887
C -9.5438 -5.5194 2.2460  -0.1234
H -7.0077 -8.1804 1.2783  0.0842
H -7.7311 -6.8259 0.3870  0.0825
H -6.0237 -7.2692 0.1141  0.0889
H -6.2772 -4.8613 0.4798  0.1323
H -5.4647 -4.5489 2.0184  0.1039
H -7.4448 -3.1600 1.8515  0.1293
H -7.6497 -4.3327 3.1647  0.1236
H -10.0086 -4.9712 3.0743  0.0853
H -8.9413 -6.3380 2.6485  0.0819
H -10.3320 -5.9349 1.6191  0.0858
C 8.4901 5.1032 -0.4135  -0.1102
O 9.5352 4.6230 -1.2410  -0.1917
C 9.9681 3.3163 -0.8951  -0.2095
C 9.4014 2.2727 -1.8311  -0.2111
O 7.9967 2.1560 -1.6915  -0.1944
C 7.2722 2.7967 -2.7290  -0.1006
H 8.1035 6.0147 -0.8658  0.0883
H 7.6771 4.3784 -0.3305  0.0843
H 8.8707 5.3402 0.5864  0.0868
H 9.7000 3.0820 0.1394  0.1247
H 11.0606 3.3079 -0.9726  0.1230
H 9.8349 1.2998 -1.5754  0.1243
H 9.6715 2.5019 -2.8663  0.1256
H 7.3653 2.2244 -3.6581  0.0907
H 7.6152 3.8203 -2.8977  0.0848
H 6.2230 2.8169 -2.4383  0.0822

---

# C21H52Cl2CoP2Si

A molecular structure, C21H52Cl2CoP2Si (ωB97M-V/def2-TZVPD, the OMol25 dataset).

net charge: -1
HOMO-LUMO gap (alpha / beta): 2.695 / 7.735 eV
lowest unoccupied orbital energy (alpha / beta): 2.87 / 2.82 eV
spin multiplicity: 5

Each line ends with the Mulliken spin population.
Positions of all 79 atoms, in Å:
Co 0.2065 0.1529 -0.5198  2.9398
Cl 1.8126 0.2973 0.9679  0.0906
P -0.1093 -2.5722 1.4038  0.0091
C -1.6286 -3.6012 0.9193  -0.0689
C 1.1313 -3.8852 1.7321  0.0156
C -0.5784 -2.0660 3.1712  -0.0002
C -1.7673 -3.7040 -0.6019  -0.0140
H -2.4601 -2.9938 1.3166  0.0159
C -1.7663 -4.9993 1.5385  0.0028
H -1.0985 -5.7436 1.0825  0.0013
H -2.8023 -5.3313 1.3567  -0.0046
H -1.6166 -5.0354 2.6249  0.0019
H -2.0534 -2.7454 -1.0364  0.0280
H -2.5380 -4.4410 -0.8668  -0.0083
H -0.8289 -3.9993 -1.0806  0.0048
H -1.4951 -1.4823 2.9595  -0.0020
C 0.4728 -1.1684 3.8241  0.0014
C -0.9602 -3.1877 4.1558  -0.0004
H -1.9957 -3.5343 4.0285  -0.0002
H -0.8844 -2.7551 5.1630  0.0005
H -0.2836 -4.0510 4.1383  0.0001
H 0.7150 -0.2882 3.2290  0.0022
H 1.3982 -1.7158 4.0331  -0.0006
H 0.0576 -0.8465 4.7879  0.0009
C 1.4034 -4.7067 0.4648  0.0049
H 0.6857 -4.5417 2.4999  -0.0037
C 2.4531 -3.3020 2.2383  -0.0104
H 0.5388 -5.2914 0.1247  0.0009
H 2.2174 -5.4156 0.6748  -0.0005
H 1.7276 -4.0543 -0.3726  0.0008
H 2.6612 -2.3307 1.7655  0.0089
H 3.2730 -3.9913 2.0004  -0.0006
H 2.4624 -3.1772 3.3141  0.0008
Cl 0.3304 -1.4433 -1.9984  0.0834
H -1.3680 -0.5133 -0.4047  -0.0276
P 0.8614 2.2848 -1.5981  0.0422
C 0.2126 3.9152 -0.9326  0.0617
C 2.5472 2.9507 -2.0956  0.2478
C 0.0354 2.2602 -3.2635  -0.0252
C 0.3368 3.9958 0.5937  0.0120
H -0.8511 3.8416 -1.2168  -0.0490
C 0.6614 5.2990 -1.5013  0.0447
H 1.6428 5.6302 -1.1168  0.0098
H -0.0762 6.0324 -1.1307  -0.0331
H 0.6297 5.3789 -2.5945  0.0262
H -0.1051 3.1189 1.0822  0.0013
H -0.1956 4.8926 0.9508  -0.0063
H 1.3921 4.0756 0.9093  -0.0044
H -1.0225 2.2289 -2.9423  -0.0298
C 0.3722 0.9917 -4.0367  0.1480
C 0.1736 3.4681 -4.2221  0.0166
H -0.5359 4.2738 -3.9933  0.0060
H -0.0911 3.1094 -5.2264  -0.0104
H 1.1955 3.8739 -4.3056  0.0189
H 0.1165 0.1077 -3.4297  -0.0239
H 1.4356 0.9143 -4.2903  0.0019
H -0.2396 0.9420 -4.9469  -0.0386
C 3.4429 3.2364 -0.9099  0.0450
H 2.2642 3.8960 -2.5620  0.0641
C 3.2990 2.1241 -3.1326  -0.0992
H 3.1058 4.0567 -0.2825  0.0095
H 4.4063 3.5736 -1.2971  -0.0086
H 3.5731 2.3328 -0.3085  -0.0089
H 3.4092 1.0835 -2.7998  0.0194
H 4.2885 2.5810 -3.2493  0.0049
H 2.8682 2.1605 -4.1380  -0.0056
C -3.7634 -0.7599 0.6961  0.1769
Si -2.3060 0.3857 0.4058  0.1510
C -1.8030 1.1173 2.0650  0.1185
C -2.7289 1.8286 -0.6648  0.1902
H -4.6955 -0.1726 0.6972  -0.0247
H -3.6897 -1.2761 1.6603  0.0007
H -3.8357 -1.5130 -0.0963  -0.0101
H -1.0442 0.5423 2.5809  -0.0147
H -1.4395 2.1613 1.9547  0.0005
H -2.7011 1.1553 2.7069  -0.0105
H -2.6434 1.5562 -1.7234  0.0114
H -2.0530 2.6575 -0.4691  -0.1209
H -3.7619 2.1511 -0.4608  0.0220

---

The calculation returns the following calculated total energy values, one per record and in order: -3850.33294, -3302.45736, -4106.71200 Ha.